# 1
ORCA calculation (the ωB97M-V functional and the def2-TZVPD basis) on a structure of composition C60H89IrN3O3Te at a distorted geometry.

Computed properties:
Highest occupied orbital energy (alpha / beta) ... -6.99 / -7.04 eV
DFT total energy ... -84409.165 eV
Frontier orbital gap (alpha / beta) ... 6.8 / 5.7 eV

Structure (ORCA input):
```
! wB97M-V def2-TZVPD RIJCOSX def2/J DEFGRID3
* xyz 0 2
Ir -1.0421 0.0577 1.1873
C 2.4912 -0.6869 8.5392
C 1.0900 -0.2658 8.0930
C 0.0619 -0.9907 8.9736
C 0.9566 1.2521 8.2952
C 0.8302 -0.5860 6.6218
C -0.3761 -0.2456 6.0388
C -0.6093 -0.3850 4.6748
C -1.8942 0.2369 4.1951
N -2.5547 -0.1901 2.9494
C -3.0575 -1.5713 2.9508
C -2.1252 -2.5338 2.2414
N -1.7392 -2.0998 0.8959
C -2.7998 -2.2562 -0.1035
C -3.7570 -1.0643 -0.3316
N -3.3746 0.2433 0.2386
C -4.2644 0.6693 1.3300
C -3.6137 0.7865 2.6941
C -3.3428 1.2605 -0.8355
C -2.6459 2.5882 -0.6303
C -2.8496 3.5124 -1.6473
C -2.1324 4.6921 -1.7297
C -1.1642 4.9154 -0.7512
C -0.9228 4.0350 0.2926
C -1.7073 2.8533 0.3798
O -1.5882 2.0331 1.4268
C 0.2174 4.2874 1.2907
C 0.8726 5.6555 1.0744
C -0.2831 4.2539 2.7458
C 1.2861 3.2021 1.0735
C -2.3775 5.6640 -2.8823
C -2.0323 4.9721 -4.2092
C -1.5242 6.9300 -2.7689
C -3.8542 6.0855 -2.8903
C -0.5441 -2.8889 0.5239
C 0.2494 -2.5962 -0.7226
C 0.8213 -3.7062 -1.3266
C 1.8776 -3.6061 -2.2193
C 2.3265 -2.3221 -2.5170
C 1.7862 -1.1665 -1.9645
C 0.7190 -1.2946 -1.0231
O 0.2394 -0.2179 -0.4510
C 2.4927 0.1840 -2.1674
C 3.2398 0.4896 -0.8538
C 3.5233 0.1305 -3.3021
C 1.5499 1.3592 -2.4783
C 2.6118 -4.8647 -2.6794
C 1.6564 -5.8887 -3.3049
C 3.7190 -4.5589 -3.6914
C 3.2668 -5.4909 -1.4335
C 0.3914 -0.8863 3.8309
O 0.2454 -0.9469 2.5191
C 1.5795 -1.3979 4.4344
C 1.7697 -1.1964 5.7939
C 2.5933 -2.2296 3.6321
C 3.8643 -2.5409 4.4301
C 3.0425 -1.5386 2.3322
C 1.9124 -3.5738 3.3175
H 2.6376 -0.4142 9.5858
H 3.2606 -0.1863 7.9489
H 2.6264 -1.7666 8.4510
H 0.2359 -0.7589 10.0271
H 0.1410 -2.0709 8.8385
H -0.9562 -0.6898 8.7239
H 1.1509 1.5182 9.3370
H -0.0447 1.5977 8.0368
H 1.6704 1.7818 7.6619
H -1.1662 0.1874 6.6452
H -1.6781 1.2999 4.0565
H -2.6223 0.1571 5.0132
H -4.0394 -1.5933 2.4745
H -3.1809 -1.9348 3.9753
H -2.5960 -3.5245 2.2007
H -1.2203 -2.6181 2.8367
H -3.4042 -3.1368 0.1426
H -2.3013 -2.4576 -1.0520
H -4.7508 -1.3420 0.0252
H -3.8463 -0.9634 -1.4144
H -5.1269 0.0018 1.3804
H -4.6603 1.6615 1.1028
H -4.3964 0.7252 3.4631
H -3.1512 1.7642 2.7594
H -4.3740 1.4567 -1.1677
H -2.8254 0.8035 -1.6782
H -3.5879 3.2746 -2.4086
H -0.5662 5.8098 -0.8176
H 0.1447 6.4616 1.1889
H 1.3365 5.7311 0.0893
H 1.6560 5.7993 1.8201
H -1.1240 4.9393 2.8767
H 0.5202 4.5582 3.4211
H -0.6020 3.2547 3.0249
H 1.6836 3.2648 0.0583
H 0.8704 2.2048 1.2146
H 2.1084 3.3323 1.7819
H -0.9840 4.6674 -4.2162
H -2.1993 5.6573 -5.0441
H -2.6450 4.0835 -4.3650
H -0.4597 6.6979 -2.8324
H -1.7181 7.4546 -1.8317
H -1.7675 7.6053 -3.5909
H -4.5121 5.2304 -3.0499
H -4.0392 6.8088 -3.6877
H -4.1196 6.5481 -1.9378
H -0.8137 -3.9538 0.5190
H 0.1576 -2.7212 1.3374
H 0.4597 -4.6878 -1.0372
H 3.1683 -2.2198 -3.1836
H 3.9282 -0.3224 -0.6088
H 2.5328 0.6135 -0.0333
H 3.8165 1.4125 -0.9600
H 4.3726 -0.5082 -3.0505
H 3.9125 1.1343 -3.4775
H 3.0729 -0.2249 -4.2319
H 0.8302 1.5156 -1.6814
H 1.0143 1.1890 -3.4145
H 2.1434 2.2718 -2.5858
H 1.2082 -5.4975 -4.2192
H 0.8530 -6.1630 -2.6200
H 2.2072 -6.7977 -3.5565
H 3.3323 -4.0158 -4.5562
H 4.1548 -5.4955 -4.0436
H 4.5197 -3.9738 -3.2354
H 2.5112 -5.8078 -0.7134
H 3.9175 -4.7631 -0.9455
H 3.8647 -6.3617 -1.7152
H 2.6970 -1.5314 6.2313
H 4.3921 -1.6276 4.7115
H 4.5308 -3.1359 3.8035
H 3.6515 -3.1231 5.3283
H 3.5432 -0.5955 2.5635
H 2.2064 -1.3247 1.6755
H 3.7485 -2.1816 1.7997
H 0.9598 -3.4182 2.8160
H 1.7195 -4.1208 4.2430
H 2.5449 -4.1889 2.6719
C -0.0304 -0.9472 -9.4725
C -0.3859 -0.9175 -8.0103
C -0.2712 -2.0596 -7.2281
C -0.5849 -2.0530 -5.8747
C -0.4713 -3.3269 -5.0836
C -1.0143 -0.8576 -5.2778
Te -1.3518 -0.7851 -3.1977
C -1.1748 0.2955 -6.0626
C -1.7337 1.5694 -5.4889
C -0.8599 0.2437 -7.4150
H 0.6065 -1.8016 -9.6974
H 0.4902 -0.0347 -9.7636
H -0.9323 -1.0272 -10.0833
H 0.0740 -2.9803 -7.6867
H -0.2261 -4.1638 -5.7380
H -1.4202 -3.5442 -4.5879
H 0.2912 -3.2433 -4.3079
H -1.3023 1.7890 -4.5101
H -2.8139 1.4724 -5.3457
H -1.5542 2.4139 -6.1535
H -0.9766 1.1397 -8.0161
*
```

# 2
ORCA calculation (the ωB97M-V functional and the def2-TZVPD basis) on a cluster of 15 separate species, C60H90O45 in total at a distorted geometry.

Computed properties:
Highest occupied orbital energy (alpha / beta) ... -11.52 / -11.52 eV
DFT total energy ... -155807.424 eV
Frontier orbital gap (alpha / beta) ... 8.2 / 1.0 eV
Energy above the lowest of the compared OMol25 structures with the same formula, charge and spin ... 0.9706 eV

Structure (ORCA input):
```
! wB97M-V def2-TZVPD RIJCOSX def2/J DEFGRID3
* xyz 1 2
C -21.6745 -9.0361 -25.2918
C -20.4316 -8.0720 -24.9838
C -19.2957 -8.7536 -24.2252
O -18.1152 -8.1993 -24.7852
C -18.3649 -7.8791 -26.0429
O -17.5285 -7.4415 -26.8375
O -19.7221 -7.8562 -26.2397
H -21.4480 -9.9897 -25.7686
H -22.3518 -8.6044 -26.0287
H -22.2682 -9.2978 -24.4159
H -20.8030 -7.1212 -24.6013
H -19.2545 -9.8400 -24.3033
H -19.4200 -8.5514 -23.1614
C -9.2871 -15.1215 -21.3186
C -9.8476 -13.9682 -22.2682
C -8.9907 -13.6142 -23.4369
O -9.8633 -13.9557 -24.5344
C -11.1006 -14.3461 -24.1524
O -12.0562 -14.6363 -24.8748
O -11.0540 -14.4594 -22.8461
H -9.9613 -15.2534 -20.4724
H -8.3161 -14.9970 -20.8393
H -9.1824 -16.1072 -21.7720
H -10.1240 -13.0825 -21.6961
H -8.0901 -14.2280 -23.4231
H -8.7331 -12.5558 -23.3988
C -15.8078 -9.7041 -17.0201
C -17.3478 -10.0109 -16.8232
C -18.0198 -10.8831 -17.8319
O -18.6995 -11.8679 -17.0995
C -18.3585 -11.7793 -15.8214
O -18.6986 -12.5393 -14.9174
O -17.4464 -10.8098 -15.6737
H -15.5180 -8.8513 -16.4061
H -15.6848 -9.3009 -18.0253
H -15.1224 -10.5512 -17.0464
H -17.9882 -9.1596 -16.5922
H -17.2284 -11.3304 -18.4332
H -18.6867 -10.2252 -18.3893
C -9.0236 -10.6982 -26.3621
C -10.0468 -9.8824 -25.5739
C -11.4898 -10.0315 -26.0239
O -12.0722 -10.6292 -24.9016
C -11.2039 -10.8489 -23.9615
O -11.4274 -11.3375 -22.8698
O -9.9707 -10.4273 -24.3101
H -8.9849 -10.3707 -27.4010
H -9.3003 -11.7524 -26.3730
H -8.0123 -10.5233 -25.9951
H -9.7144 -8.8468 -25.6448
H -11.5011 -10.5183 -26.9991
H -12.0065 -9.0868 -26.1930
C -15.6868 -5.6758 -23.3897
C -15.1948 -7.1592 -23.4688
C -14.5922 -7.6007 -24.7587
O -13.2816 -7.9081 -24.3984
C -13.0353 -7.8460 -23.1140
O -12.0251 -8.2242 -22.5399
O -14.1186 -7.3487 -22.5048
H -16.0524 -5.3601 -22.4126
H -16.4308 -5.4252 -24.1459
H -14.8351 -5.0090 -23.5236
H -15.9143 -7.8910 -23.1015
H -14.4863 -6.8577 -25.5493
H -15.1369 -8.4497 -25.1717
C -19.8636 -11.1603 -27.4662
C -18.3509 -11.3239 -27.6934
C -17.8351 -12.6696 -27.2182
O -17.0253 -13.0645 -28.3126
C -17.1889 -12.3149 -29.3845
O -16.6028 -12.4454 -30.4299
O -18.0539 -11.3613 -29.0922
H -20.4353 -11.8240 -28.1149
H -20.2103 -10.1589 -27.7212
H -20.0046 -11.4204 -26.4171
H -17.6585 -10.5851 -27.2896
H -18.6996 -13.2773 -26.9513
H -17.2248 -12.6281 -26.3161
C -14.7546 -12.8150 -24.0817
C -15.1475 -11.4261 -23.5465
C -16.4142 -10.7626 -23.9947
O -17.0608 -10.4077 -22.7534
C -16.3884 -10.8486 -21.7568
O -16.6703 -10.6631 -20.6420
O -15.3850 -11.5819 -22.1496
H -14.4211 -12.7823 -25.1189
H -15.5041 -13.6008 -23.9878
H -13.8309 -13.0922 -23.5737
H -14.3009 -10.7604 -23.7142
H -16.9867 -11.5150 -24.5371
H -16.1244 -9.9478 -24.6582
C -17.4445 -7.3238 -20.2775
C -17.8786 -6.3919 -19.0977
C -19.1604 -6.8753 -18.4020
O -18.8286 -6.8153 -17.0627
C -17.5933 -6.4159 -16.8252
O -17.1348 -6.2851 -15.6982
O -16.9115 -6.3680 -18.0255
H -16.3781 -7.1263 -20.3870
H -18.0286 -7.2832 -21.1969
H -17.6495 -8.3561 -19.9941
H -18.1087 -5.4209 -19.5364
H -19.3465 -7.8975 -18.7315
H -19.9781 -6.2263 -18.7155
C -13.6422 -13.1669 -28.1114
C -12.2709 -13.5860 -28.6979
C -11.1085 -13.3450 -27.8145
O -10.1929 -14.3999 -27.9668
C -10.8521 -15.4160 -28.5937
O -10.4838 -16.5932 -28.7057
O -12.0621 -14.9508 -28.8883
H -13.7471 -12.0902 -27.9784
H -13.7965 -13.7329 -27.1927
H -14.3882 -13.5330 -28.8168
H -12.0326 -13.1380 -29.6626
H -11.4192 -13.0061 -26.8262
H -10.6282 -12.4397 -28.1859
C -20.6078 -10.5353 -21.1680
C -21.4219 -11.8047 -20.9130
C -20.8657 -12.6898 -19.8356
O -21.8252 -12.6274 -18.8593
C -22.8591 -11.8993 -19.1810
O -23.8409 -11.7084 -18.3952
O -22.6833 -11.4235 -20.4223
H -19.6836 -10.7092 -21.7191
H -20.3166 -10.0621 -20.2302
H -21.2302 -9.8356 -21.7257
H -21.5465 -12.4191 -21.8047
H -19.8816 -12.3469 -19.5162
H -20.8130 -13.7103 -20.2147
C -11.6997 -11.3360 -18.4450
C -12.0599 -10.2628 -19.5115
C -13.5127 -10.3400 -19.9134
O -13.9608 -8.9956 -19.8646
C -13.0595 -8.2557 -19.1966
O -13.2343 -7.0843 -18.9259
O -11.9934 -8.9662 -18.8491
H -10.6334 -11.4110 -18.2317
H -11.9478 -12.3645 -18.7070
H -12.1700 -11.1341 -17.4826
H -11.3173 -10.2360 -20.3090
H -14.0021 -11.0040 -19.2009
H -13.6278 -10.7738 -20.9067
C -13.5196 -18.9208 -24.1814
C -13.4990 -17.4512 -24.7428
C -13.4321 -17.3299 -26.2440
O -14.5103 -16.4349 -26.5200
C -15.3121 -16.3034 -25.4786
O -16.2001 -15.4209 -25.3689
O -14.7448 -16.8813 -24.4565
H -12.5465 -19.3722 -24.3750
H -14.3091 -19.4698 -24.6946
H -13.7007 -18.9898 -23.1088
H -12.6913 -16.8917 -24.2709
H -13.6078 -18.2884 -26.7324
H -12.5127 -16.8708 -26.6076
C -14.3655 -14.2743 -20.2675
C -14.2275 -15.2972 -21.3778
C -13.1018 -16.3022 -21.0940
O -13.7181 -17.6004 -21.2360
C -15.0482 -17.4887 -21.4124
O -15.8232 -18.4001 -21.6970
O -15.3683 -16.1636 -21.2140
H -13.9119 -13.3559 -20.6404
H -13.8576 -14.5528 -19.3442
H -15.3867 -14.0292 -19.9755
H -14.1911 -14.8190 -22.3567
H -12.7302 -16.1892 -20.0756
H -12.2471 -16.2339 -21.7671
C -12.3554 -9.6924 -30.8151
C -13.4884 -9.0158 -30.0284
C -14.8685 -9.4127 -30.4245
O -15.5365 -9.3863 -29.1916
C -14.6568 -9.5478 -28.2054
O -14.8729 -9.7260 -27.0128
O -13.4687 -9.4730 -28.7194
H -11.3883 -9.4229 -30.3906
H -12.3535 -9.3211 -31.8399
H -12.4191 -10.7780 -30.7417
H -13.3476 -7.9370 -29.9628
H -14.8391 -10.4170 -30.8472
H -15.2055 -8.6460 -31.1221
C -18.5122 -15.1828 -21.1540
C -18.2887 -14.8285 -22.6733
C -19.1982 -15.5264 -23.7270
O -19.6319 -14.4497 -24.5618
C -19.3324 -13.3212 -23.9091
O -19.5686 -12.1695 -24.2168
O -18.7178 -13.5336 -22.7960
H -19.5666 -15.2453 -20.8847
H -17.9339 -14.5075 -20.5234
H -18.0874 -16.1604 -20.9258
H -17.2293 -14.8874 -22.9231
H -19.9579 -16.1759 -23.2922
H -18.5864 -16.1968 -24.3307
*
```